[1]
Formula: C21H18ClFN6O2
Source: the Open Molecules 2025 dataset
Level of theory: the ωB97M-V functional and the def2-TZVPD basis

Atoms and positions in Å:
C: 7.413 0.549 1.441
N: 6.280 1.136 0.934
C: 5.136 0.614 0.545
C: 4.124 1.482 0.223
C: 4.800 2.529 0.304
N: 5.949 2.386 0.919
H: 4.342 3.585 0.489
H: 3.042 1.403 -0.207
N: 4.842 -0.829 0.474
C: 3.843 -1.656 0.295
N: 2.585 -0.820 0.058
C: 1.500 -1.707 -0.323
C: 1.743 -3.376 -0.319
C: 2.999 -3.615 0.129
N: 4.008 -2.951 0.213
H: 3.092 -4.801 0.258
H: 0.917 -4.004 -0.336
C: 0.295 -1.177 -0.421
C: 0.152 0.183 0.013
C: -1.212 0.830 -0.025
O: -1.498 1.834 0.329
N: -2.186 0.280 -0.887
C: -1.783 -0.898 -1.554
C: -0.693 -1.642 -1.202
H: -0.449 -2.459 -2.113
H: -2.442 -1.388 -2.290
C: -3.354 0.590 -1.405
C: -4.416 0.541 -0.465
C: -4.368 0.458 1.053
C: -5.282 0.122 1.877
C: -6.519 -0.181 1.262
C: -6.722 -0.427 -0.190
C: -5.637 -0.032 -0.911
H: -5.863 -0.294 -2.015
F: -7.886 -0.909 -0.571
Cl: -7.776 -0.509 2.416
H: -5.156 0.265 2.699
H: -3.361 0.876 1.618
H: -3.628 0.400 -2.369
C: -3.459 2.448 -1.511
O: -3.530 2.994 -0.314
H: -3.011 2.980 0.385
H: -4.237 2.515 -2.288
H: -2.427 2.447 -2.034
H: 0.643 0.603 0.680
H: 5.889 -1.445 0.763
H: 7.305 -0.163 2.300
H: 8.181 1.216 1.615
H: 7.815 0.020 0.461

Results
Relative energy (zero: lowest compared OMol25 entry of this formula, charge and spin): 415.1 kcal per mole
Strongest force on any atom: 18.0 eV Å⁻¹
Charge: 0
Electronic energy: -50327.09531 eV
Kohn-Sham gap: 6.553 eV
E_HOMO: -7.834 eV

Atom charges from the natural (NBO) analysis, given in e for atoms 1 to 2: C -0.414; N -0.170

***

[2]
Formula: C21H18LuN6O3S
Source: the Open Molecules 2025 dataset
Level of theory: the ωB97M-V functional and the def2-TZVPD basis

Atoms and positions in Å:
Lu: -0.264 -0.224 0.327
N: -0.668 -2.528 1.194
C: -1.912 -2.912 0.471
C: -2.835 -1.666 0.542
O: -3.779 -1.660 1.318
N: -2.414 -0.684 -0.271
C: -3.093 0.609 -0.024
C: -1.851 1.261 0.522
O: -1.023 1.741 -0.305
O: -1.411 0.859 1.639
H: -0.971 -2.359 2.161
H: -0.060 -3.352 1.244
H: -1.661 -3.179 -0.561
H: -2.429 -3.747 0.962
H: -3.432 1.074 -0.952
H: -3.900 0.490 0.705
N: 3.549 0.578 2.705
C: 3.055 -0.164 3.747
C: 3.590 -0.508 4.979
C: 2.796 -1.273 5.804
C: 1.506 -1.664 5.427
C: 0.970 -1.326 4.203
C: 1.768 -0.581 3.337
N: 1.528 -0.117 2.060
C: 2.605 0.587 1.732
C: 2.710 1.309 0.486
C: 3.634 2.251 0.112
S: 3.240 2.894 -1.423
C: 1.878 1.857 -1.480
N: 1.728 1.090 -0.445
H: 4.452 1.024 2.682
H: 4.575 -0.181 5.272
H: 3.174 -1.569 6.769
H: 0.921 -2.243 6.124
H: -0.043 -1.591 3.941
H: 4.495 2.607 0.640
H: 1.197 1.859 -2.311
N: -0.134 -0.688 -2.008
C: -0.608 -0.274 -2.978
C: -1.188 0.342 -4.094
C: -1.517 1.699 -3.947
C: -2.128 2.363 -4.992
C: -2.422 1.689 -6.171
C: -2.078 0.352 -6.326
C: -1.457 -0.326 -5.294
H: -1.305 2.194 -3.009
H: -2.382 3.407 -4.888
H: -2.927 2.205 -6.972
H: -2.296 -0.161 -7.252
H: -1.181 -1.363 -5.402

Results
Relative energy (zero: lowest compared OMol25 entry of this formula, charge and spin): 20.1 kcal per mole
Strongest force on any atom: 4.7 eV Å⁻¹
Charge: +1
Electronic energy: -81607.08110 eV
Kohn-Sham gap: 8.250 eV
E_HOMO: -11.312 eV

Atom charges from the natural (NBO) analysis, given in e for atoms 1 to 2: Lu 1.995; N -0.891

***

[3]
Formula: C21H18MoN6OSSe
Source: the Open Molecules 2025 dataset
Level of theory: the ωB97M-V functional and the def2-TZVPD basis

Atoms and positions in Å:
Mo: 0.288 -1.452 -1.482
N: 3.381 1.681 -2.041
C: 2.251 1.005 -1.834
S: 2.150 -0.626 -2.542
N: 1.285 1.506 -1.133
N: 0.203 0.665 -1.117
C: -0.939 1.127 -0.697
C: -1.169 2.436 -0.071
C: -0.754 3.632 -0.653
C: -0.998 4.828 -0.001
C: -1.618 4.836 1.242
C: -2.018 3.645 1.834
C: -1.808 2.447 1.174
C: -2.093 0.224 -0.931
C: -3.397 0.687 -0.870
C: -4.438 -0.171 -1.205
C: -4.147 -1.462 -1.613
C: -2.824 -1.855 -1.685
N: -1.816 -1.038 -1.354
H: 4.118 1.318 -2.621
H: 3.456 2.624 -1.691
H: -0.261 3.631 -1.614
H: -0.698 5.759 -0.461
H: -1.791 5.775 1.750
H: -2.497 3.651 2.803
H: -2.131 1.519 1.634
H: -3.591 1.708 -0.579
H: -5.462 0.174 -1.158
H: -4.924 -2.159 -1.890
H: -2.546 -2.848 -2.014
Se: -1.265 -1.837 1.584
N: 0.271 -1.588 0.634
C: 1.285 -1.472 1.490
C: 2.659 -1.278 1.173
C: 3.546 -1.201 2.198
C: 3.157 -1.302 3.579
C: 1.865 -1.494 3.922
C: 0.887 -1.590 2.877
N: -0.389 -1.803 3.109
H: 2.981 -1.197 0.145
H: 4.596 -1.059 1.976
H: 3.925 -1.229 4.335
H: 1.532 -1.582 4.947
C: 2.031 -4.325 -1.849
C: 1.018 -3.283 -1.682
O: -0.222 -3.361 -1.863
H: 1.599 -5.324 -1.835
H: 2.810 -4.203 -1.098
H: 2.498 -4.143 -2.824

Results
Strongest force on any atom: 0.5 eV Å⁻¹
Charge: +2
Electronic energy: -111079.73789 eV
Kohn-Sham gap (spin up / spin down): 6.439 / 6.438 eV
E_HOMO (spin up / spin down): -14.331 / -14.331 eV

Atom charges from the natural (NBO) analysis, given in e for atoms 1 to 2: Mo 0.999; N -0.749